Density functional theory data (wB97M-V/def2-TZVPD) for a structure of composition C39H41CoNO2P2 at a distorted geometry.

```
86
Properties=species:S:1:pos:R:3:mulliken_spin:R:1
Co -2.16436 0.64356 -3.03618 1.942
C -2.54883 2.38325 -4.59467 0.057
C -2.94833 3.02353 -3.47913 -0.111
C -4.31520 3.49609 -3.14353 0.021
C -5.36160 2.37567 -3.37069 0.017
C -4.78243 1.05654 -2.97084 0.014
C -4.08845 0.33676 -3.86581 0.052
C -4.10546 0.60105 -5.33187 0.055
C -3.67212 2.03461 -5.59839 -0.025
C -0.75204 -1.41034 0.40551 0.006
H -1.52155 2.33522 -5.04662 -0.004
H -2.22901 3.52847 -2.82085 0.073
H -4.61242 4.34917 -3.78944 0.003
H -4.36145 3.80588 -2.08115 0.004
H -6.28437 2.62854 -2.79501 0.001
H -5.75304 2.39705 -4.42762 0.000
H -5.32499 0.67131 -2.08952 -0.015
H -3.67988 -0.64634 -3.66555 -0.076
H -5.10811 0.54384 -5.79985 -0.001
H -3.45665 -0.10893 -5.86744 0.001
H -3.25271 2.10349 -6.63039 -0.001
H -4.48260 2.82878 -5.60456 0.001
H -0.11897 -1.39781 -0.50978 -0.002
H -0.70587 -2.27786 1.11571 -0.002
H -0.42865 -0.41932 0.83621 0.005
P -1.19994 2.76330 -1.14124 0.328
P -2.44970 -1.38232 -0.14875 0.023
C -2.59475 1.74911 -0.53370 0.407
C -2.70562 0.32234 -0.90257 0.055
C -1.03217 4.28110 -0.19940 0.053
C -1.96260 5.36960 -0.40244 -0.004
C -1.80399 6.52408 0.35097 0.004
C -0.70770 6.55847 1.26310 -0.003
C 0.22864 5.52616 1.48728 0.008
C 0.03490 4.35057 0.73052 0.027
C -0.18322 2.94233 -2.84550 0.095
C -0.09266 1.75027 -3.57306 0.088
C 0.79836 1.67334 -4.64637 -0.026
C 1.29699 2.84837 -5.20973 0.023
C 1.08684 4.05295 -4.55736 -0.013
C 0.34869 4.14019 -3.38778 0.024
C -3.48693 -1.90920 1.18286 -0.002
C -3.43203 -1.12086 2.34045 0.006
C -4.27329 -1.38493 3.41726 -0.001
C -5.19932 -2.44406 3.33706 0.005
C -5.14409 -3.35144 2.22794 -0.002
C -4.25085 -3.10398 1.16207 0.004
C -2.50713 -2.40739 -1.66523 -0.006
C -1.28520 -3.01037 -2.05735 -0.002
C -1.24054 -3.81159 -3.19994 0.002
C -2.41070 -3.95004 -3.99064 0.000
C -3.62758 -3.34791 -3.61773 -0.004
C -3.69755 -2.62311 -2.42194 0.006
H -3.44531 2.34586 -0.02774 -0.014
H -3.58952 0.07319 -1.52738 -0.006
H -2.73607 5.23265 -1.17034 -0.007
H -2.53998 7.34494 0.22595 0.001
H -0.60249 7.46136 1.84169 0.000
H 1.08494 5.61107 2.22679 0.000
H 0.69911 3.49676 0.87644 -0.013
H -0.75548 0.70608 -3.73624 -0.094
H 0.95698 0.69213 -5.03871 -0.001
H 1.91497 2.80413 -6.11735 0.001
H 1.54446 4.96271 -4.90184 0.000
H 0.15958 5.09520 -2.91204 0.007
H -2.74777 -0.29756 2.37283 0.001
H -4.25387 -0.76209 4.31515 0.000
H -5.97004 -2.59583 4.13780 0.000
H -5.82227 -4.24268 2.21135 0.000
H -4.19094 -3.80502 0.32008 0.001
H -0.38696 -2.85875 -1.46133 0.000
H -0.30296 -4.35487 -3.44608 0.000
H -2.33714 -4.55292 -4.92265 0.000
H -4.51700 -3.43090 -4.27781 0.000
H -4.66282 -2.21270 -2.14692 -0.003
O 2.59602 0.00325 -3.03845 0.002
C 2.22869 0.46018 -1.94045 0.012
C 3.31994 0.74040 -0.81856 -0.003
C 2.54602 0.97433 0.40618 0.009
C 1.08730 1.06055 -0.06611 -0.057
O 0.17714 1.27757 0.79326 0.011
N 0.94921 0.77115 -1.40883 0.036
H 4.09019 -0.04750 -0.75897 0.000
H 3.90499 1.62869 -1.09478 0.001
H 2.71967 0.17161 1.11476 0.000
H 2.82709 1.87676 0.93367 0.000
```

Results
HOMO level (alpha / beta)	-0.2078 / -0.2311	hartree
2S+1	4
LUMO energy (alpha / beta)	0.07 / 0.03	eV
Kohn-Sham gap (alpha / beta)	5.7205 / 6.3223	eV
F_max	0.094	hartree/bohr